Record 1
A cluster of 19 separate species, C54H138Cl6N9O37P7 in total in a non-equilibrium geometry. Source: OMol25; level of theory: ωB97M-V/def2-TZVPD.

```
251
Properties=species:S:1:pos:R:3:lowdin_charge:R:1
C 6.015 -4.397 0.700 0.01
C 6.269 -3.257 1.624 -0.61
O 5.327 -2.621 1.980 0.05
N 7.527 -3.063 2.057 0.02
C 7.924 -2.012 2.993 -0.05
H 6.901 -5.018 0.571 0.08
H 5.662 -3.998 -0.251 0.06
H 5.247 -5.003 1.182 0.09
H 8.257 -3.711 1.795 0.13
H 8.703 -2.325 3.688 0.09
H 7.101 -1.737 3.653 0.05
H 8.166 -1.158 2.360 0.08
C 6.448 1.587 0.911 -0.01
C 7.298 1.600 2.192 -0.51
O 8.503 1.987 2.194 -0.02
N 6.761 1.257 3.377 0.04
C 5.281 0.996 3.584 -0.05
H 5.762 2.432 0.847 0.06
H 5.925 0.653 0.705 0.07
H 7.116 1.799 0.076 0.08
H 7.337 1.279 4.206 0.11
H 4.950 1.463 4.511 0.08
H 5.125 -0.071 3.422 0.06
H 4.598 1.514 2.911 0.06
C 4.293 2.992 -3.636 0.03
C 4.039 2.942 -2.082 -0.54
O 4.816 2.256 -1.446 0.02
N 3.163 3.695 -1.473 0.01
C 3.214 3.925 -0.044 -0.06
H 5.198 3.570 -3.821 0.08
H 3.429 3.434 -4.131 0.06
H 4.357 2.027 -4.140 0.05
H 2.547 4.262 -2.037 0.14
H 2.921 2.986 0.425 0.05
H 2.406 4.616 0.197 0.08
H 4.191 4.303 0.255 0.10
C 1.452 -0.805 -9.284 -0.01
C 0.801 -0.948 -7.906 -0.50
O 1.237 -0.247 -6.984 0.01
N -0.345 -1.727 -7.822 0.00
C -0.962 -2.012 -6.614 -0.10
H 2.502 -0.530 -9.183 0.08
H 1.067 0.062 -9.822 0.08
H 1.484 -1.709 -9.893 0.08
H -0.436 -2.333 -8.624 0.14
H -1.487 -2.963 -6.528 0.11
H -1.517 -1.230 -6.095 0.07
H -0.133 -2.205 -5.932 0.08
C 7.346 1.216 7.103 0.00
C 7.130 -0.168 6.498 -0.57
O 8.042 -0.620 5.809 0.02
N 6.014 -0.848 6.820 0.02
C 5.637 -2.156 6.249 -0.04
H 7.072 2.084 6.504 0.07
H 8.429 1.294 7.204 0.09
H 6.763 1.329 8.017 0.07
H 5.326 -0.251 7.255 0.13
H 4.935 -2.637 6.931 0.09
H 6.579 -2.673 6.069 0.09
H 5.131 -2.117 5.284 0.06
C -2.148 5.742 2.819 -0.01
C -3.406 5.197 3.506 -0.57
O -3.564 3.998 3.482 0.03
N -4.281 5.956 4.152 0.04
C -4.408 7.443 4.058 -0.03
H -2.380 6.289 1.905 0.05
H -1.483 4.916 2.568 0.06
H -1.650 6.562 3.337 0.09
H -5.014 5.349 4.488 0.07
H -4.339 8.003 4.991 0.08
H -5.448 7.616 3.779 0.07
H -3.718 7.770 3.280 0.07
C 3.332 -6.643 -1.173 0.02
C 2.574 -6.841 -2.481 -0.60
O 2.123 -7.919 -2.758 0.04
N 2.539 -5.829 -3.336 0.00
C 1.996 -6.031 -4.669 -0.06
H 3.866 -7.523 -0.813 0.09
H 2.526 -6.469 -0.461 0.06
H 3.969 -5.769 -1.301 0.05
H 2.732 -4.893 -3.010 0.07
H 0.922 -5.886 -4.788 0.07
H 2.360 -7.017 -4.956 0.09
H 2.466 -5.286 -5.312 0.07
C -4.695 -1.095 -6.763 0.00
C -4.849 -2.193 -5.727 -0.57
O -4.889 -3.366 -6.066 0.03
N -4.781 -1.827 -4.455 0.01
C -5.323 -2.569 -3.361 -0.07
H -3.852 -0.431 -6.572 0.04
H -5.525 -0.391 -6.715 0.08
H -4.489 -1.379 -7.795 0.08
H -4.703 -0.829 -4.321 0.07
H -5.080 -3.619 -3.522 0.06
H -6.394 -2.646 -3.174 0.09
H -4.801 -2.316 -2.439 0.07
C -1.518 1.701 -5.384 0.00
C -1.522 2.958 -6.151 -0.53
O -2.063 4.007 -5.704 0.00
N -0.822 2.909 -7.262 0.02
C -0.354 4.104 -7.926 -0.07
H -0.673 1.099 -5.721 0.05
H -2.402 1.070 -5.474 0.07
H -1.383 1.746 -4.304 0.09
H -0.817 2.035 -7.769 0.14
H -0.987 4.458 -8.740 0.08
H 0.657 4.073 -8.331 0.08
H -0.356 4.981 -7.278 0.08
C 2.354 -0.785 3.946 -0.25
O 1.754 -1.043 5.104 -0.20
P 0.143 -1.414 4.877 0.59
O -0.064 -2.781 4.164 -0.26
O -0.473 -1.306 6.381 -0.22
C -1.092 -0.238 6.962 -0.13
O -0.426 -0.045 4.206 -0.28
C -1.753 -0.164 3.561 -0.05
H 3.137 -1.539 3.860 0.09
H 2.715 0.243 3.915 0.03
H 1.749 -0.807 3.040 0.07
H -0.783 -0.182 8.006 0.10
H -2.177 -0.314 6.889 0.10
H -0.677 0.644 6.475 0.08
H -2.104 -1.196 3.536 0.03
H -1.833 0.109 2.509 0.06
H -2.468 0.473 4.081 0.09
C -0.339 -0.987 -3.129 -0.09
O 0.722 -0.842 -2.197 -0.20
P 0.333 -0.440 -0.710 0.39
O -0.492 -1.469 -0.015 -0.24
O 1.699 -0.097 0.016 -0.22
C 2.764 -0.992 0.112 -0.09
O -0.497 0.893 -0.916 -0.21
C -1.001 1.545 0.246 -0.11
H -0.244 -2.018 -3.469 0.09
H -0.015 -0.346 -3.948 0.08
H -1.339 -0.693 -2.809 0.09
H 3.576 -0.474 -0.399 0.08
H 2.621 -2.041 -0.144 0.11
H 3.157 -0.880 1.122 0.07
H -0.718 2.595 0.164 0.08
H -0.327 1.274 1.058 0.00
H -2.034 1.315 0.509 0.08
C -8.456 5.267 2.584 -0.11
O -8.483 3.956 3.086 -0.22
P -7.634 3.599 4.409 0.48
O -6.657 4.604 4.876 -0.23
O -8.725 3.078 5.489 -0.19
C -8.306 2.680 6.769 -0.13
O -7.017 2.199 3.860 -0.21
C -6.325 2.121 2.578 -0.09
H -7.446 5.672 2.656 0.07
H -9.104 5.819 3.265 0.09
H -8.913 5.336 1.597 0.09
H -8.849 3.224 7.542 0.09
H -7.291 2.907 7.094 0.09
H -8.434 1.625 7.008 0.09
H -5.242 2.137 2.702 0.07
H -6.130 3.092 2.124 0.06
H -6.818 1.447 1.879 0.10
C -4.270 -0.477 -0.165 -0.11
O -5.248 0.509 -0.556 -0.24
P -4.869 1.360 -1.915 0.53
O -4.408 0.577 -3.138 -0.25
O -6.242 2.174 -2.095 -0.20
C -6.885 2.907 -1.130 -0.13
O -3.847 2.426 -1.288 -0.21
C -3.462 3.628 -1.942 -0.09
H -4.990 -1.290 -0.251 0.08
H -3.933 -0.435 0.871 0.08
H -3.434 -0.614 -0.850 0.08
H -6.474 2.794 -0.127 0.06
H -7.948 2.687 -1.034 0.10
H -6.671 3.964 -1.287 0.09
H -3.882 4.507 -1.453 0.07
H -3.629 3.759 -3.011 0.10
H -2.380 3.700 -1.830 0.08
C 0.076 -4.313 1.352 -0.15
O 0.950 -5.457 1.360 -0.24
P 0.591 -6.765 2.368 0.62
O 1.364 -8.033 2.073 -0.27
O 0.726 -6.117 3.908 -0.24
C 1.992 -5.851 4.505 -0.11
O -1.024 -7.068 2.186 -0.26
C -1.636 -8.253 2.283 -0.20
H -0.776 -4.586 1.975 0.04
H -0.229 -4.023 0.347 0.05
H 0.452 -3.347 1.690 0.06
H 1.817 -5.756 5.577 0.09
H 2.328 -4.857 4.211 0.08
H 2.801 -6.551 4.297 0.09
H -2.119 -8.691 1.410 0.08
H -2.472 -8.258 2.983 0.09
H -1.037 -8.935 2.886 0.09
C -4.986 7.413 0.365 -0.14
O -4.528 7.918 -0.847 -0.19
P -3.094 7.428 -1.531 0.58
O -2.206 8.571 -1.959 -0.26
O -3.607 6.447 -2.756 -0.26
C -3.086 6.559 -4.049 -0.13
O -2.345 6.358 -0.496 -0.32
C -0.906 6.013 -0.535 -0.04
H -5.979 6.994 0.201 0.09
H -5.185 8.136 1.156 0.08
H -4.376 6.604 0.767 0.07
H -2.296 5.822 -4.195 0.06
H -2.637 7.507 -4.344 0.09
H -3.889 6.320 -4.746 0.10
H -0.798 5.026 -0.084 0.07
H -0.466 6.931 -0.146 0.10
H -0.681 5.907 -1.596 0.08
C 6.256 -4.938 -4.097 -0.04
O 6.515 -3.715 -3.326 -0.22
P 5.276 -2.770 -3.059 0.50
O 3.964 -3.465 -2.859 -0.25
O 5.216 -1.817 -4.400 -0.23
C 4.223 -0.873 -4.585 -0.14
O 5.649 -1.716 -1.827 -0.21
C 6.472 -0.610 -2.223 -0.11
H 7.040 -4.929 -4.854 0.10
H 5.309 -4.948 -4.636 0.07
H 6.054 -5.650 -3.297 0.10
H 3.774 -0.385 -3.720 0.09
H 3.418 -1.199 -5.242 0.08
H 4.701 -0.077 -5.157 0.09
H 5.882 0.252 -2.533 0.06
H 7.204 -0.776 -3.013 0.09
H 7.064 -0.191 -1.409 0.08
Cl 1.348 2.133 2.767 0.68
C 1.150 2.894 4.367 -0.60
C 0.265 4.137 4.402 -0.63
Cl 0.207 4.810 6.070 0.55
H 2.165 3.284 4.442 0.06
H 0.987 2.095 5.090 0.06
H -0.801 4.031 4.201 0.03
H 0.676 4.889 3.729 0.07
Cl -3.610 -7.034 -0.530 0.60
C -1.920 -6.832 -1.023 -0.61
C -1.589 -5.516 -1.843 -0.61
Cl -2.485 -5.531 -3.408 0.52
H -1.562 -7.692 -1.589 0.08
H -1.353 -6.686 -0.103 0.04
H -0.534 -5.434 -2.108 0.06
H -1.798 -4.541 -1.402 0.02
Cl -3.116 -3.648 1.078 0.65
C -3.913 -4.866 2.060 -0.68
C -4.810 -4.170 3.081 -0.58
Cl -3.709 -3.383 4.323 0.53
H -3.227 -5.617 2.453 0.06
H -4.520 -5.416 1.341 0.02
H -5.427 -4.957 3.513 0.08
H -5.432 -3.401 2.621 0.06
```

## Properties
HOMO: -0.3178 Ha
F_max: 0.121 Eh/bohr
HOMO-LUMO gap: 8.58 eV
Electronic energy: -287574.31874 eV

Record 2
A cluster of 10 separate species, C54H138N10O17 in total in a non-equilibrium geometry. Source: OMol25; level of theory: ωB97M-V/def2-TZVPD.

```
219
Properties=species:S:1:pos:R:3:lowdin_spin:R:1
C -6.506 -7.068 -0.014 0.00
C -6.309 -5.524 0.371 0.00
C -4.969 -4.957 -0.267 0.00
O -3.860 -5.367 0.572 0.00
C -2.626 -5.028 0.037 0.01
N -7.494 -4.792 -0.195 0.00
H -6.369 -7.220 -1.084 0.00
H -7.486 -7.464 0.252 0.00
H -5.823 -7.753 0.490 0.00
H -6.180 -5.398 1.446 0.00
H -5.018 -3.898 -0.519 0.00
H -4.757 -5.347 -1.263 0.00
H -2.357 -5.511 -0.903 0.00
H -1.814 -5.266 0.724 0.01
H -2.567 -3.944 -0.056 0.00
H -7.838 -4.242 0.579 0.00
H -8.219 -5.479 -0.349 0.00
C -0.938 -2.590 9.386 0.00
C -0.476 -1.956 8.046 0.00
C -0.442 -3.004 6.978 0.00
O 0.548 -4.033 7.217 0.00
C 0.691 -5.025 6.158 0.01
N -1.370 -0.863 7.648 0.00
H -1.158 -1.874 10.178 0.00
H -0.161 -3.288 9.696 0.00
H -1.877 -3.137 9.308 0.00
H 0.502 -1.509 8.227 0.00
H -0.201 -2.594 5.997 0.00
H -1.407 -3.505 6.898 0.00
H -0.294 -5.429 5.929 0.00
H 1.441 -5.776 6.406 0.00
H 0.953 -4.478 5.252 0.00
H -0.986 -0.412 6.830 0.00
H -2.245 -1.233 7.303 0.00
C 0.093 1.135 0.130 0.00
C 0.129 -0.339 -0.225 0.00
C -0.922 -1.051 0.682 0.00
O -0.412 -1.298 1.998 0.00
C -1.137 -2.219 2.728 0.00
N -0.182 -0.584 -1.561 0.00
H 0.915 1.699 -0.313 0.00
H 0.262 1.247 1.201 0.00
H -0.776 1.691 -0.223 0.00
H 1.125 -0.743 -0.042 0.00
H -1.286 -1.991 0.268 0.00
H -1.773 -0.377 0.780 0.00
H -2.206 -2.061 2.871 0.00
H -0.674 -2.342 3.707 0.00
H -0.984 -3.169 2.217 0.00
H 0.061 -1.501 -1.907 0.00
H 0.448 0.004 -2.087 0.00
C 1.319 -3.899 -1.383 0.06
O 0.515 -3.030 -2.225 0.01
C -0.243 -3.772 -3.228 0.01
C 0.624 -4.009 -4.479 0.02
N 0.312 -5.274 -5.129 0.00
C 1.275 -5.551 -6.213 0.04
C 1.045 -4.826 -7.596 0.03
O 1.758 -5.507 -8.591 0.01
C 1.579 -5.025 -9.927 0.03
H 1.881 -3.343 -0.633 0.01
H 2.035 -4.454 -1.990 0.03
H 0.602 -4.567 -0.907 0.01
H -1.083 -3.136 -3.508 0.00
H -0.766 -4.620 -2.785 0.00
H 1.669 -3.903 -4.189 0.01
H 0.484 -3.168 -5.157 0.00
H -0.615 -5.301 -5.529 0.00
H 1.125 -6.619 -6.375 0.00
H 2.309 -5.347 -5.934 0.03
H 1.391 -3.794 -7.545 0.02
H -0.024 -4.836 -7.811 0.00
H 0.554 -5.237 -10.232 0.00
H 2.268 -5.499 -10.627 0.00
H 1.722 -3.948 -10.015 0.01
C 3.556 -1.317 7.637 0.00
O 3.195 -1.497 6.280 0.00
C 3.474 -2.732 5.723 0.00
C 3.032 -2.651 4.208 0.01
N 3.817 -1.691 3.350 0.00
C 3.225 -1.397 2.074 0.01
C 3.888 -0.188 1.437 0.00
O 3.559 0.845 2.304 0.00
C 4.511 1.929 2.183 0.00
H 3.468 -0.254 7.863 0.00
H 4.552 -1.720 7.822 0.00
H 2.888 -1.941 8.230 0.00
H 2.942 -3.506 6.276 0.00
H 4.549 -2.870 5.840 0.00
H 1.951 -2.514 4.202 0.00
H 3.124 -3.593 3.667 0.01
H 3.793 -0.850 3.910 0.00
H 2.194 -1.085 2.238 0.00
H 3.339 -2.269 1.430 0.01
H 3.564 0.197 0.470 0.00
H 4.970 -0.321 1.457 0.00
H 5.566 1.658 2.143 0.00
H 4.400 2.716 2.930 0.00
H 4.317 2.437 1.238 0.00
C -0.967 -1.358 -7.628 0.02
O -2.021 -0.641 -6.966 0.00
C -1.788 -0.378 -5.546 0.00
C -2.737 0.484 -4.762 0.00
N -4.062 0.000 -4.690 0.00
C -4.347 -1.289 -4.029 0.00
C -3.930 -1.558 -2.538 0.00
O -4.698 -0.685 -1.713 0.00
C -4.231 -0.488 -0.409 0.00
H -1.013 -2.381 -7.256 0.00
H 0.016 -0.934 -7.421 0.01
H -1.155 -1.399 -8.701 0.00
H -0.857 0.189 -5.541 0.00
H -1.627 -1.352 -5.085 0.00
H -2.709 1.452 -5.263 0.00
H -2.453 0.762 -3.748 0.00
H -4.648 0.728 -4.307 0.00
H -4.119 -2.200 -4.582 0.00
H -5.435 -1.357 -3.996 0.00
H -2.875 -1.477 -2.277 0.00
H -4.032 -2.617 -2.301 0.00
H -3.731 0.475 -0.506 0.00
H -3.586 -1.318 -0.121 0.00
H -5.068 -0.314 0.268 0.00
C 1.112 7.354 6.731 0.00
O -0.255 7.449 7.028 0.00
C -0.829 6.191 7.359 0.00
C -1.108 5.324 6.083 0.00
N 0.042 4.427 5.770 0.00
C 0.066 3.323 6.698 0.00
C 0.846 2.165 6.043 0.00
O 0.102 1.652 4.969 0.00
C 0.693 0.583 4.295 0.00
H 1.701 6.879 7.515 0.00
H 1.490 8.332 6.435 0.00
H 1.256 6.700 5.870 0.00
H -1.811 6.334 7.809 0.00
H -0.322 5.667 8.168 0.00
H -1.453 5.907 5.228 0.00
H -2.046 4.778 6.179 0.00
H -0.007 4.001 4.856 0.00
H -0.885 2.807 6.830 0.00
H 0.349 3.581 7.718 0.00
H 1.161 1.413 6.766 0.00
H 1.821 2.480 5.670 0.00
H 0.236 0.413 3.319 0.00
H 0.700 -0.371 4.823 0.00
H 1.744 0.726 4.043 0.00
C -4.278 2.990 -2.225 0.00
O -3.771 3.271 -0.942 0.00
C -4.633 2.975 0.160 0.00
C -3.701 2.990 1.349 0.00
N -3.429 4.444 1.698 0.00
C -2.332 4.725 2.598 0.00
C -0.974 4.601 1.837 0.00
O -0.022 4.645 2.808 0.00
C 1.350 4.529 2.372 0.00
H -4.602 1.951 -2.279 0.00
H -3.464 3.101 -2.942 0.00
H -5.115 3.575 -2.606 0.00
H -5.111 2.004 0.022 0.00
H -5.396 3.744 0.279 0.00
H -2.762 2.585 0.973 0.00
H -4.033 2.375 2.186 0.00
H -3.312 4.945 0.829 0.00
H -2.378 3.974 3.387 0.00
H -2.485 5.710 3.039 0.00
H -0.937 5.433 1.134 0.00
H -0.957 3.610 1.383 0.00
H 1.368 3.725 1.636 0.00
H 1.989 4.240 3.207 0.00
H 1.661 5.452 1.883 0.00
C 5.246 2.012 -4.897 0.05
O 4.072 2.587 -4.529 0.01
C 2.914 2.209 -5.374 0.01
C 2.630 0.678 -5.160 0.04
N 2.345 0.392 -3.757 0.00
C 2.500 -1.039 -3.358 0.00
C 3.958 -1.548 -3.089 0.07
O 4.499 -0.831 -1.964 0.02
C 5.874 -1.084 -1.829 0.07
H 5.363 1.025 -4.449 0.01
H 6.082 2.648 -4.605 0.01
H 5.311 1.725 -5.946 0.02
H 3.166 2.447 -6.408 0.01
H 2.006 2.789 -5.212 0.00
H 3.426 0.099 -5.628 0.04
H 1.690 0.461 -5.667 0.00
H 2.921 0.923 -3.119 0.00
H 1.908 -1.726 -3.962 0.00
H 1.956 -1.051 -2.413 0.00
H 4.599 -1.502 -3.969 0.05
H 3.895 -2.613 -2.867 0.03
H 6.278 -0.347 -1.135 0.01
H 6.439 -0.764 -2.704 0.02
H 6.172 -2.088 -1.527 0.02
C -0.740 3.391 -5.449 0.00
O -1.308 3.579 -4.170 0.00
C -0.624 2.970 -3.083 0.00
C -0.576 4.075 -1.965 0.00
N 0.291 5.194 -2.352 0.00
C 1.645 4.852 -2.181 0.00
C 2.525 6.079 -1.684 0.00
O 3.033 6.853 -2.757 0.00
C 3.795 6.204 -3.741 0.00
H 0.049 4.094 -5.718 0.00
H -1.491 3.607 -6.209 0.00
H -0.313 2.411 -5.660 0.00
H 0.339 2.541 -3.361 0.00
H -1.277 2.181 -2.711 0.00
H -0.245 3.669 -1.009 0.00
H -1.600 4.411 -1.797 0.00
H 0.133 5.400 -3.328 0.00
H 2.053 4.445 -3.106 0.00
H 1.821 4.097 -1.415 0.00
H 3.306 5.774 -0.988 0.00
H 1.952 6.781 -1.079 0.00
H 4.498 5.491 -3.311 0.00
H 4.481 6.901 -4.223 0.00
H 3.121 5.685 -4.422 0.00
```

## Properties
HOMO (alpha / beta): 0.0148 / -0.2485 Ha
F_max: 0.074 Eh/bohr
HOMO-LUMO gap (alpha / beta): 1.50 / 8.64 eV
Electronic energy: -107928.59247 eV
Charge: -1
Multiplicity: 2